20
Properties=species:S:1:pos:R:3:forces:R:3 method="wB97M-V/def2-TZVPD" homo_ev=-8.49 charge=0 smiles="NS(=O)(=O)C1=CCC=C2C=NON21" orbital_gap_ev=9.07 relative_energy_kcal_mol=66.1
S 2.192091 -0.529947 0.016487 -0.255 -0.045 3.030
O 2.146474 0.275248 1.185565 -0.044 0.799 1.072
O 2.957033 -1.745139 0.145187 -1.209 0.471 -1.572
O 0.526252 1.822804 -0.597444 -0.292 -2.436 -0.852
N -0.255256 0.513224 -0.590099 1.662 0.751 -1.281
N -0.294787 2.689502 -0.095000 -1.737 1.920 1.826
N 2.714436 0.401732 -1.114981 1.248 -0.380 -1.766
C -2.165665 -0.152318 0.607376 -0.733 -1.391 0.203
C -1.340547 0.756320 0.210940 1.161 0.668 -1.053
C 0.433848 -0.653940 -0.277442 1.498 0.538 0.127
C -0.274493 -1.604815 0.249593 -1.704 -2.207 -0.425
C -1.326019 2.129284 0.441326 0.655 1.467 -0.828
C -1.802066 -1.554865 0.184291 0.025 0.592 0.348
H -2.943720 0.247491 1.221452 -0.705 -0.763 0.422
H 0.223881 -2.474792 0.614938 0.162 -0.516 0.183
H -2.217294 -1.806731 -0.809598 0.388 0.116 0.216
H -2.236117 -2.227412 0.884113 -0.227 -0.880 0.474
H 2.642359 1.353343 -1.324297 -0.939 1.651 1.013
H 3.203663 0.008155 -1.849723 1.120 -1.594 -1.496
H -2.184064 2.552854 0.897311 -0.074 1.239 0.358